15
Properties=species:S:1:pos:R:3:forces:R:3 method="wB97M-V/def2-TZVPD" orbital_gap_ev="8.5 / 5.7" homo_energy_ev="-7.61 / -7.60" relative_energy_kj_mol=163.1 multiplicity=2 charge=0
C -1.67138 -0.35733 0.27920 0.593 0.088 0.112
C -0.63166 -1.11446 0.62521 0.136 0.161 0.182
N -0.70617 -2.06486 1.69154 -0.424 0.103 -0.177
N -1.62002 0.70670 -0.61347 0.479 -0.005 0.041
H -2.59113 -0.47901 0.81705 -0.496 -0.150 0.051
H 0.32554 -0.95629 0.13414 0.061 -0.083 -0.158
H -0.34838 -1.72745 2.57120 0.114 0.119 0.055
H -0.22677 -2.91348 1.45321 0.150 -0.272 0.024
H -2.44700 0.81467 -1.16767 -0.105 0.100 -0.244
H -0.73571 0.79701 -1.12677 -0.802 -0.048 0.205
C 2.15452 1.47122 -0.88855 -0.072 0.138 0.188
O 1.12323 0.80296 -1.46812 0.190 -0.198 -0.384
H 2.85669 0.80583 -0.39335 0.220 -0.219 0.093
H 2.71385 1.96457 -1.69934 -0.036 0.016 -0.127
H 1.80440 2.24994 -0.21429 -0.007 0.253 0.140